Entry 1:
{
  "formula": "C32H44Br4N2O2SSi3Ti",
  "method": "ωB97M-V/def2-TZVPD",
  "symbols": ["Ti", "Br", "C", "Br", "H", "H", "Br", "C", "C", "C", "Br", "C", "C", "C", "C", "N", "C", "C", "O", "H", "H", "H", "H", "C", "O", "Si", "C", "C", "C", "Si", "C", "C", "C", "Si", "C", "C", "C", "H", "H", "H", "H", "H", "H", "H", "H", "H", "H", "H", "H", "H", "H", "H", "H", "H", "H", "H", "H", "H", "H", "H", "H", "H", "H", "H", "N", "S", "C", "C", "C", "C", "C", "C", "C", "C", "C", "C", "C", "C", "H", "H", "H", "H", "H", "H", "H", "H", "H", "H", "H"],
  "positions_angstrom": [[-0.75999, -0.92850, -1.23493], [-2.31652, -2.53472, -0.15862], [-2.47472, -0.54194, -2.45765], [-2.14075, 0.39673, -4.16283], [-3.22797, 0.04356, -1.94647], [-2.92271, -1.48050, -2.75250], [2.61994, 1.91628, -3.53965], [1.85264, 0.29541, -4.07818], [2.19081, -0.23851, -5.35029], [1.68063, -1.42230, -5.76641], [2.15579, -2.08548, -7.46869], [0.80473, -2.16603, -4.92646], [0.22557, -3.41372, -5.22769], [-0.59413, -4.01965, -4.32571], [-0.86180, -3.38619, -3.09904], [-0.33887, -2.22867, -2.78849], [0.48393, -1.60848, -3.68373], [0.99163, -0.35561, -3.25282], [0.54940, 0.08287, -2.07264], [2.86446, 0.31482, -5.98945], [0.43819, -3.88294, -6.18036], [-1.04881, -4.97711, -4.53430], [-1.50836, -3.82380, -2.34942], [2.18971, -2.75782, -1.42465], [1.22080, -2.18816, -0.54735], [1.17555, -2.60992, 1.13508], [0.35878, -4.28378, 1.17605], [2.93822, -3.09133, 1.59733], [0.58482, -1.15835, 1.95729], [1.81888, 0.18820, 1.90233], [1.17931, 1.95194, 2.15376], [2.78755, 0.37044, 0.30740], [3.13102, 0.02703, 3.25878], [-0.38206, -1.40557, 3.48581], [-2.24664, -1.08176, 3.52323], [0.28275, -0.32739, 4.88506], [-0.24353, -3.16635, 4.12687], [3.11802, -2.95193, -0.88939], [2.41381, -2.05527, -2.22382], [1.83994, -3.69959, -1.86288], [0.63593, -4.79658, 0.24557], [-0.72502, -4.28211, 1.24705], [0.76592, -4.86551, 2.00748], [3.35646, -3.91817, 1.00638], [2.88212, -3.44096, 2.63654], [3.64665, -2.26043, 1.57142], [0.66627, 2.36985, 1.28264], [2.06806, 2.57680, 2.30787], [0.54211, 2.07851, 3.03333], [2.12923, 0.49144, -0.54243], [3.44802, -0.47711, 0.10910], [3.41249, 1.27020, 0.38020], [2.90871, 0.69144, 4.10241], [4.12906, 0.29771, 2.88636], [3.17747, -0.99665, 3.63966], [-2.50678, -0.42435, 4.35744], [-2.77564, -2.02939, 3.67724], [-2.62941, -0.64942, 2.59945], [0.38649, 0.72209, 4.58560], [1.26996, -0.66931, 5.21194], [-0.39100, -0.36349, 5.75176], [-0.85541, -3.84621, 3.52631], [-0.60370, -3.22997, 5.16236], [0.79286, -3.52374, 4.10883], [-1.34983, 0.78645, -0.16164], [-2.22265, 2.04086, -0.67439], [-1.13933, 3.35003, -1.24731], [-0.63519, 3.19313, -2.53330], [0.19609, 4.17204, -3.05747], [0.51694, 5.29197, -2.30320], [0.01449, 5.43355, -1.01578], [-0.81824, 4.46377, -0.47863], [-2.98060, 2.86079, 0.69958], [-2.53078, 2.68299, 1.99190], [-3.13310, 3.40767, 3.01506], [-4.16772, 4.28773, 2.73181], [-4.61953, 4.44406, 1.42498], [-4.02693, 3.72675, 0.39883], [-0.65151, 1.03204, 0.53211], [-0.88491, 2.31274, -3.11626], [0.59192, 4.05459, -4.05845], [1.16120, 6.05811, -2.71814], [0.27083, 6.30220, -0.42264], [-1.19552, 4.57595, 0.52945], [-1.73412, 1.98947, 2.20809], [-2.78702, 3.27595, 4.03317], [-4.63148, 4.85161, 3.53219], [-5.43466, 5.12244, 1.20621], [-4.36924, 3.84256, -0.62524]],
  "mulliken_charge": [-0.982, -0.560, -1.160, -0.240, 0.783, 0.650, -0.124, 0.299, -0.571, -0.074, -0.220, 0.812, -1.041, -1.154, -0.646, 0.936, 0.254, 0.041, 0.603, 0.480, 0.384, 0.493, 0.490, -1.096, 0.588, -0.719, -1.265, -1.403, 1.683, 0.202, -1.047, -0.599, -1.322, 0.627, -1.120, -1.231, -1.307, 0.528, 0.052, 0.214, 0.296, 0.297, 0.439, 0.477, 0.280, 0.403, 0.156, 0.512, 0.228, -0.359, 0.258, 0.470, 0.384, 0.415, 0.289, 0.358, 0.373, 0.176, 0.268, 0.282, 0.414, 0.301, 0.435, 0.265, 1.075, 0.083, 0.491, 0.134, -0.840, -0.589, -0.773, -0.226, 0.063, 0.342, -0.982, -0.519, -0.733, -0.220, -0.741, -0.181, 0.637, 0.403, 0.417, 0.382, 0.367, 0.485, 0.396, 0.401, 0.475],
  "e_tot_ha": -13918.131599,
  "e_lumo_ev": -1.26,
  "de_lowest_ev": 1.383,
  "homo_ev": -6.60,
  "gap_ev": 5.3
}

***

Entry 2:
{
  "formula": "C4H11BS",
  "method": "ωB97M-V/def2-TZVPD",
  "symbols": ["B", "C", "C", "C", "C", "S", "H", "H", "H", "H", "H", "H", "H", "H", "H", "H", "H"],
  "positions_angstrom": [[1.37612, 0.00097, -0.28298], [2.59740, -2.03598, -0.04820], [-2.20111, 1.72144, -0.13168], [-0.23919, -0.05744, -0.44923], [-0.95370, 0.91364, 0.52152], [2.38241, 1.36218, 0.08846], [1.88899, -2.79304, -0.05478], [2.57789, -1.70131, 0.97076], [3.57070, -2.07828, -0.56836], [-2.18108, 2.76863, 0.12433], [-3.10673, 1.28014, 0.17046], [-1.98477, 1.55040, -1.22128], [-0.63908, -1.18708, -0.51995], [-0.39803, 0.29179, -1.55746], [-0.12209, 1.62266, 1.02182], [-1.46254, 0.36330, 1.28472], [3.64934, 0.67756, 0.07048]],
  "lowdin_spin": [0.625, 0.829, 0.006, 0.094, 0.027, 0.181, 0.055, 0.051, 0.046, 0.000, 0.001, 0.000, 0.008, 0.005, 0.002, 0.002, 0.070],
  "e_tot_ha": -581.815420,
  "multiplicity": 3,
  "e_lumo_ev": [0.55, -1.50],
  "de_lowest_ev": 0.530,
  "homo_ev": [-5.19, -10.09],
  "gap_ev": [5.7, 8.6]
}

***

Entry 3:
{
  "formula": "CH11O5",
  "method": "ωB97M-V/def2-TZVPD",
  "symbols": ["C", "O", "H", "H", "H", "H", "H", "O", "H", "H", "O", "H", "H", "O", "H", "H", "O"],
  "positions_angstrom": [[-0.49040, 1.81975, 0.21667], [0.00490, 0.52565, 0.26132], [0.24312, 2.51432, 0.64143], [-1.46840, 1.88197, 0.72621], [-0.73299, 2.17697, -0.80553], [2.83984, 0.54116, -0.68828], [1.36924, 0.55500, -0.83823], [2.19162, 0.63154, -1.40004], [-1.06260, -0.23154, -0.67111], [-1.52920, -0.18074, -2.17319], [-1.68246, -0.65917, -1.34816], [1.70164, -1.29765, 2.18541], [1.39120, -0.28879, 1.07224], [2.09894, -0.57430, 1.69901], [-1.38581, -2.23708, 1.08273], [-1.70285, -2.34901, -0.39862], [-1.78579, -2.82808, 0.43815]],
  "mulliken_charge": [-0.776, -0.842, 0.234, 0.229, 0.231, 0.308, 0.476, -0.717, 0.456, 0.270, -0.783, 0.260, 0.349, -0.684, 0.290, 0.377, -0.676],
  "e_tot_ha": -420.944233,
  "e_lumo_ev": 3.96,
  "de_lowest_ev": 0.179,
  "homo_ev": -4.59,
  "total_charge": -1,
  "gap_ev": 8.6
}

***

Entry 4:
{
  "formula": "C7H15NO",
  "method": "ωB97M-V/def2-TZVPD",
  "symbols": ["C", "C", "C", "C", "N", "C", "C", "C", "H", "H", "H", "H", "H", "H", "H", "H", "H", "H", "H", "H", "H", "O", "H", "H"],
  "positions_angstrom": [[-0.93113, -1.74878, -3.10798], [-0.41126, -0.99450, -1.93609], [-1.13254, -0.58346, -0.88789], [-0.58359, -0.02045, 0.32654], [0.70406, -0.42649, 0.67935], [-1.37553, 0.68690, 1.14026], [-0.85219, 1.19896, 2.47670], [-0.09001, 2.54231, 2.48721], [-1.74744, -2.45827, -2.95829], [-0.10392, -2.33477, -3.50924], [-1.16742, -1.04448, -3.92192], [0.63021, -0.70515, -2.07107], [-2.18873, -0.84485, -0.93565], [0.96812, -0.45354, 1.65025], [1.07476, -1.20180, 0.16088], [-2.43776, 0.89785, 1.06903], [-1.68078, 1.39806, 3.16403], [-0.31402, 0.35605, 2.93773], [0.66483, 2.64728, 3.25282], [0.23915, 2.76169, 1.47059], [-0.83850, 3.35016, 2.59856], [3.33929, -0.68822, -1.05847], [3.54848, -0.32954, -0.19550], [3.69976, 0.01388, -1.60946]],
  "mulliken_charge": [-1.304, 0.097, -0.739, 0.607, -0.347, -0.636, -0.674, -1.084, 0.349, 0.347, 0.278, 0.416, 0.273, 0.179, 0.283, 0.311, 0.380, 0.346, 0.296, 0.314, 0.320, -0.626, 0.309, 0.304],
  "e_tot_ha": -405.656106,
  "e_lumo_ev": 0.77,
  "de_lowest_ev": 2.210,
  "homo_ev": -7.60,
  "smiles": "C/C=C/C(N)=C/CC.O",
  "gap_ev": 8.4
}

***

Entry 5:
{
  "formula": "C24H22Cl2LiN7O2Se",
  "method": "ωB97M-V/def2-TZVPD",
  "symbols": ["Li", "Se", "N", "C", "C", "C", "C", "C", "N", "C", "C", "N", "C", "C", "C", "C", "C", "N", "H", "H", "H", "H", "H", "H", "Cl", "C", "C", "C", "Cl", "C", "O", "C", "C", "O", "C", "H", "H", "H", "C", "N", "C", "C", "N", "N", "C", "C", "H", "H", "H", "H", "H", "H", "H", "H", "H", "H", "H", "H", "H"],
  "positions_angstrom": [[-0.15611, -0.74126, -1.24694], [5.35129, 4.56278, -1.03864], [5.40936, 2.79815, -1.05092], [4.19177, 2.36825, -1.26157], [3.82696, 0.96586, -1.32064], [4.74350, -0.06740, -1.11876], [4.30187, -1.37161, -1.16882], [2.94860, -1.60735, -1.41588], [2.07231, -0.63886, -1.60434], [2.48620, 0.63005, -1.55853], [1.47250, 1.67039, -1.76631], [0.23262, 1.26016, -2.04226], [-0.71238, 2.15819, -2.24434], [-0.47916, 3.53277, -2.17262], [0.79404, 3.97284, -1.88578], [1.80510, 3.02952, -1.68453], [3.18349, 3.39320, -1.42053], [3.61113, 4.62638, -1.32924], [5.77950, 0.17891, -0.92690], [4.97984, -2.19843, -1.00989], [2.54900, -2.61510, -1.45631], [-1.69798, 1.76323, -2.46979], [-1.28754, 4.23236, -2.33463], [1.03840, 5.02451, -1.81439], [-5.93864, -5.05401, -1.26465], [-4.73533, -3.79935, -1.34602], [-5.15375, -2.46020, -1.43268], [-4.22140, -1.46638, -1.49863], [-4.73794, 0.18441, -1.61860], [-2.79840, -1.70773, -1.46881], [-1.97171, -0.76294, -1.52948], [-2.43201, -3.09471, -1.37070], [-1.05205, -3.47613, -1.29845], [-0.06994, -2.73922, -1.24202], [-3.40771, -4.10832, -1.32158], [-6.20767, -2.21976, -1.44880], [-0.88591, -4.57233, -1.28846], [-3.08922, -5.14259, -1.25967], [1.30733, -1.50897, 3.17562], [0.18981, -0.59411, 3.20549], [-0.71368, -0.78023, 4.33200], [-0.26542, -0.05547, 2.01044], [0.11704, -0.46238, 0.85248], [-1.16659, 0.97537, 2.17512], [-0.88621, 2.02395, 3.14115], [-1.96449, 1.41967, 1.05260], [1.75681, -1.53926, 4.16829], [2.05911, -1.15708, 2.46989], [1.01116, -2.52917, 2.89958], [-0.84878, -1.84703, 4.53433], [-1.68324, -0.35070, 4.10187], [-0.31970, -0.30581, 5.23522], [0.62966, -1.33769, 0.91474], [-0.10106, 1.71372, 3.82525], [-1.78240, 2.27424, 3.71462], [-0.54994, 2.92981, 2.62264], [-1.48678, 2.25238, 0.52723], [-2.93172, 1.76099, 1.42868], [-2.11352, 0.60950, 0.34387]],
  "mulliken_charge": [1.087, 0.248, -0.865, 0.844, 0.645, -0.578, -0.795, -0.388, -0.256, -0.073, -0.251, -0.455, -0.466, -0.642, -0.637, 0.753, 0.841, -0.859, 0.523, 0.435, 0.464, 0.397, 0.460, 0.528, -0.251, 0.292, -0.673, 0.309, -0.217, 0.167, -0.739, 0.826, -0.330, -0.518, -1.055, 0.434, 0.214, 0.379, -1.258, 0.182, -1.183, 0.343, -0.240, 0.175, -1.185, -0.685, 0.327, 0.444, 0.364, 0.394, 0.377, 0.305, 0.116, 0.412, 0.308, 0.338, 0.237, 0.365, 0.065],
  "e_tot_ha": -4791.015573,
  "e_lumo_ev": -0.81,
  "homo_ev": -7.21,
  "gap_ev": 6.4
}

***

Entry 6:
{
  "formula": "C5H12O2",
  "method": "ωB97M-V/def2-TZVPD",
  "symbols": ["C", "C", "C", "C", "O", "H", "H", "H", "H", "H", "H", "H", "H", "C", "O", "H", "H", "H", "H"],
  "positions_angstrom": [[0.79649, 1.19739, 0.21295], [0.44274, 0.27321, 1.10887], [1.39833, -0.76095, 1.63644], [-0.98105, 0.22012, 1.63666], [-1.90950, 0.92591, 0.85567], [1.79882, 1.23993, -0.20412], [0.07374, 1.93536, -0.12316], [0.93198, -1.75179, 1.67859], [1.71979, -0.50982, 2.65417], [2.29179, -0.83055, 1.00955], [-1.27723, -0.83488, 1.76132], [-1.00750, 0.67037, 2.63794], [-1.92496, 0.51546, -0.02689], [-0.40962, -0.39599, -2.83116], [-0.91079, -0.46300, -1.51267], [0.65259, -0.67033, -2.88237], [-0.97546, -1.10883, -3.43525], [-0.52202, 0.60211, -3.27462], [-0.18814, -0.25371, -0.90190]],
  "mulliken_charge": [-0.970, 0.720, -1.337, -0.472, -0.545, 0.335, 0.327, 0.323, 0.327, 0.333, 0.280, 0.359, 0.384, -0.683, -0.545, 0.272, 0.238, 0.273, 0.381],
  "e_tot_ha": -348.141558,
  "e_lumo_ev": 0.87,
  "de_lowest_ev": 1.721,
  "homo_ev": -9.69,
  "smiles": "C=C(C)CO.CO",
  "gap_ev": 10.6
}